DFT (wB97M-V/def2-TZVPD) results for 2 unconnected molecules or ions with the total composition C3H4F2O at a distorted geometry.

Values from the calculation:
E_LUMO in eV: 0.672
Relative energy (zero: lowest compared OMol25 entry of this formula, charge and spin) in eV: 3.0823
DFT total energy in hartree: -391.55951
Highest occupied orbital energy in Eh: -0.362
Frontier orbital gap in Eh: 0.386

XYZ file:
```
10
Properties=species:S:1:pos:R:3:forces:R:3:lowdin_charge:R:1
C -0.8247 1.0604 0.4786 -0.8 0.3 0.3 -0.067
C -0.2931 0.0130 -0.0958 4.8 0.3 1.1 0.015
C 1.8361 -0.1386 0.0522 -3.3 0.8 -0.9 -0.392
O 2.1990 -0.4743 -1.2511 0.1 0.4 1.2 0.029
F 2.1782 -1.0796 1.0082 -0.1 1.5 -1.5 0.054
F 2.2583 1.1388 0.5136 -0.1 -2.5 -0.9 0.010
H -1.9697 1.0270 0.7299 2.3 0.7 -0.7 0.099
H -0.0908 1.8985 0.6924 -1.5 -0.9 0.3 0.077
H -0.5810 -0.9102 -0.5014 -0.7 -0.9 -0.3 0.043
H 3.1304 -0.6471 -1.5389 -0.7 0.4 1.3 0.134
```
Forces are in eV/Å.